(1)
C12H12Cl2 | the ωB97M-V functional and the def2-TZVPD basis

Calculated values
**Net charge**: 0
**HOMO-LUMO gap (alpha / beta)**: 0.2531 / 0.2692 Ha
**2S+1**: 3

Last column: Mulliken spin population.
Positions of all 26 atoms, in Å:
Cl  -0.7950  -2.1610  2.0211  0.105
Cl  -0.1815  -2.5187  -0.8508  0.086
C  1.2232  0.4432  0.6639  0.361
C  -0.6389  0.4350  2.2154  0.321
C  0.6473  0.4863  1.9625  -0.056
C  0.4482  -2.3748  0.8314  0.772
C  0.3043  0.5431  -0.4198  0.036
C  -1.6660  0.6638  1.1789  -0.056
C  -0.1504  0.5662  -2.7920  -0.066
C  0.7065  0.6078  -1.7498  0.103
C  -1.0941  0.5434  -0.1502  0.189
C  -2.0049  0.4077  -1.2181  -0.093
C  2.6523  0.2420  0.4715  -0.005
C  -1.5665  0.4410  -2.5636  0.153
H  -3.0115  0.3193  -1.1503  -0.002
H  -2.0674  1.7081  1.3205  0.053
H  1.7313  0.4729  -2.0459  0.013
H  -2.1888  0.4110  -3.3406  0.016
H  -2.5284  0.0030  1.3333  0.021
H  1.4283  0.4306  2.7200  -0.009
H  3.1981  1.0431  0.9522  0.028
H  -1.1495  0.3975  3.1561  0.000
H  2.7426  -0.6845  0.9473  0.026
H  0.2017  0.6522  -3.9088  -0.001
H  2.7222  0.2033  -0.5844  -0.018
H  1.0371  -3.2816  1.0003  0.022

=====

(2)
C12H12F5N4OPbS5Sb | the ωB97M-V functional and the def2-TZVPD basis

Calculated values
**Net charge**: +1
**HOMO-LUMO gap (alpha / beta)**: 0.2506 / 0.1650 Ha
**Energy relative to the best compared isomer or geometry (same formula, charge and spin)**: 2.134 eV
**2S+1**: 2

Last column: Mulliken spin population.
Positions of all 41 atoms, in Å:
Pb  -2.0456  -0.1209  -0.8513  0.052
Sb  0.1792  -3.0980  0.4182  0.010
S  -1.1344  -1.2396  1.2812  0.035
S  0.0796  1.2968  2.7292  0.000
S  -0.1275  -1.2856  -2.4672  0.393
S  -1.4383  -4.3918  -0.4128  -0.013
S  0.6178  0.3024  -3.3859  0.409
F  2.2988  -0.3773  -0.7694  0.005
F  5.0584  2.2286  -4.5944  -0.002
F  4.7930  0.2787  -0.3413  -0.002
F  6.2130  1.5850  -2.2326  0.007
F  2.4948  1.5999  -5.0363  0.005
O  1.5191  1.5583  2.3136  0.000
N  0.5814  3.7442  -0.2156  0.000
N  2.4121  3.1734  1.1147  0.000
N  -0.7064  1.6915  -0.5094  0.003
N  2.1764  5.2896  0.2101  0.000
C  -0.5368  1.1430  5.3654  0.000
C  0.1967  0.3515  4.2869  0.001
C  3.0622  1.2436  -3.8901  0.046
C  4.3756  1.5795  -3.6701  -0.014
C  -0.5126  2.7975  3.6093  0.000
C  2.2992  0.5593  -2.9408  -0.014
C  4.9736  1.2455  -2.4677  0.061
C  -0.2100  2.6059  5.0901  0.000
C  -0.0480  2.6415  -0.3344  -0.004
C  1.7259  4.0448  0.3821  0.000
C  2.9283  0.2369  -1.7391  0.040
C  4.2428  0.5774  -1.5014  -0.016
H  3.2491  3.4653  1.5898  0.000
H  -0.0417  3.6701  3.1544  0.000
H  0.8480  2.7958  5.2837  0.000
H  1.2682  0.2711  4.4765  0.000
H  -1.6146  0.9802  5.2874  0.000
H  1.6768  5.9096  -0.4013  0.000
H  -0.2243  0.8291  6.3609  0.000
H  -0.2217  -0.6375  4.1029  0.000
H  -0.7953  3.2854  5.7088  0.000
H  -1.5909  2.8200  3.4246  0.000
H  1.9134  2.3489  1.4933  0.000
H  3.0593  5.5909  0.5780  0.000

=====

(3)
C12H12N2 | the ωB97M-V functional and the def2-TZVPD basis

Calculated values
**Net charge**: 0
**HOMO-LUMO gap (alpha / beta)**: 0.2753 / 0.2752 Ha
**Energy relative to the best compared isomer or geometry (same formula, charge and spin)**: 6.246 eV

Last column: natural (NBO) charge in e.
Positions of all 26 atoms, in Å:
N  -0.7018  1.3721  -0.5947  -0.457
N  1.9165  -0.4083  1.0763  -0.454
C  -0.4133  -1.2099  -1.3232  -0.063
C  -0.0783  0.4569  0.2034  0.102
C  -0.9247  -2.2330  -0.7716  -0.505
C  -1.9157  1.5692  -0.5687  0.149
C  -2.2062  0.1007  1.4230  -0.158
C  -2.9756  1.0003  0.4353  -0.523
C  3.1983  -0.3350  1.2598  0.065
C  2.0762  1.3395  -0.6043  -0.262
C  1.3659  0.4184  0.1864  0.166
C  4.0463  0.3273  0.3386  -0.300
C  3.4678  1.1663  -0.6348  -0.152
C  -0.8618  -0.0173  1.4318  -0.261
H  1.5591  2.0316  -1.1729  0.232
H  -0.9861  -2.2856  0.3134  0.245
H  -3.4056  1.7224  1.1246  0.236
H  -2.8649  -0.1570  2.3700  0.209
H  -3.7003  0.5506  -0.2068  0.231
H  5.0777  0.3829  0.4091  0.214
H  3.5493  -0.9339  2.1370  0.194
H  -0.2744  -0.6684  -2.2442  0.212
H  -2.1562  2.2889  -1.3312  0.173
H  -1.4873  -2.7942  -1.5475  0.228
H  4.0311  1.9421  -1.3426  0.221
H  -0.2664  -0.6757  2.1493  0.256

=====

We obtain F_max values of 5.9; 4.3; 5.0 eV/A for the records listed above, in that order.